(1)
The following is a quantum chemistry calculation of 2 unconnected molecules or ions with the total composition C13H16Cl3O4P, from the OMol25 dataset.

Values from the calculation:
Spin multiplicity ... 1
Gap between HOMO and LUMO ... 8.346 eV
Charge ... 0
E ... -2527.8021 a.u.
LUMO energy ... -1.331 eV
SMILES string ... COCP(CC(=O)Cl)[C@@H](Cl)[C@H](C)Cl.O=C1C=CC(=O)C=C1

```
37
C13H16Cl3O4P (ωB97M-V/def2-TZVPD)
H 2.824 2.737 -2.715
H -1.886 -2.603 0.449
C -3.231 -5.810 0.857
C -2.291 -3.526 2.311
H -3.634 -6.730 2.724
H 1.491 6.353 -1.601
C -2.723 -4.606 0.150
C -2.255 -3.470 0.983
H -2.012 2.095 -0.480
H 1.508 5.148 -0.293
Cl 4.564 0.372 1.346
C -1.077 2.075 -1.034
C 3.174 0.867 -0.972
C -2.801 -4.728 3.018
Cl -0.935 0.015 0.753
H 0.297 5.041 -1.599
C -0.062 1.179 -0.330
O 2.245 4.562 -2.146
C 1.010 1.886 0.490
H 4.135 1.078 -1.445
H 2.513 0.405 -1.705
H -1.954 -2.712 2.940
H -0.715 3.098 -1.099
O -2.693 -4.555 -1.060
O 2.843 -1.187 0.208
H 1.405 1.170 1.213
C 1.334 5.304 -1.363
C 2.089 3.171 -2.033
H -3.565 -6.625 0.227
H 0.432 0.516 -1.037
Cl 0.300 3.196 1.482
H -1.282 1.706 -2.037
H 1.099 2.854 -2.380
C -3.268 -5.866 2.185
C 3.394 -0.145 0.112
O -2.837 -4.781 4.228
P 2.565 2.519 -0.347
```



(2)
The following is a quantum chemistry calculation of 5 unconnected molecules or ions with the total composition C13H16Cl6N2 in a non-equilibrium geometry, from the OMol25 dataset.

Values from the calculation:
ΔE to the lowest compared entry with this formula, charge and spin ... 1.420 eV
Spin multiplicity ... 1
Gap between HOMO and LUMO ... 10.041 eV
Charge ... 0
E ... -3375.5503 a.u.
LUMO energy ... 0.479 eV
SMILES string ... c1ccncc1.c1ccncc1.ClCCl.ClCCl.ClCCl

```
37
C13H16Cl6N2 (ωB97M-V/def2-TZVPD)
H 5.979 -0.217 0.141
C 1.149 -2.919 4.594
H -10.628 5.821 -0.164
H 3.656 -2.247 -3.639
N 5.571 -2.107 -2.706
C -10.163 4.938 0.274
C -2.185 2.273 -8.390
C 1.189 -4.100 5.359
C 3.634 -0.849 -2.233
H 2.378 -5.058 7.023
C 2.169 -4.232 6.359
H 3.644 -1.212 5.950
C 4.202 -0.301 -1.088
H 0.576 -4.948 5.094
N 1.960 -1.864 4.878
H 0.421 -2.713 3.823
C 5.480 -0.647 -0.715
Cl -2.549 2.710 -10.042
C 6.164 -1.568 -1.593
H -10.825 4.072 0.267
C 3.025 -3.155 6.609
Cl -3.584 1.366 -7.642
C 2.940 -2.020 5.810
Cl -8.672 4.545 -0.676
Cl -3.630 0.794 -1.050
H 3.724 0.486 -0.523
H 3.692 -3.210 7.457
Cl -1.948 3.031 -1.803
H 7.170 -1.858 -1.330
H -2.044 3.139 -7.743
H 2.664 -0.637 -2.658
C 4.324 -1.708 -2.984
H -3.484 3.140 -0.056
H -1.252 1.713 -8.456
H -2.147 2.045 0.284
C -2.871 2.343 -0.476
Cl -9.730 5.155 2.045
```



(3)
The following is a quantum chemistry calculation of a molecular structure, C13H16ClIN2Ru in a non-equilibrium geometry, from the OMol25 dataset.

Values from the calculation:
ΔE to the lowest compared entry with this formula, charge and spin ... 0.303 eV
Spin multiplicity ... 5
Gap between HOMO and LUMO (spin up / spin down) ... 7.143 / 5.197 eV
Charge ... +2
E ... -1466.5056 a.u.
LUMO energy (spin up / spin down) ... -8.202 / -10.144 eV

```
34
C13H16ClIN2Ru (ωB97M-V/def2-TZVPD)
H 1.074 -2.587 0.324
N -1.040 -0.688 -0.090
H -2.918 -2.296 -3.062
C -2.796 -2.076 -0.912
C 1.201 0.826 -2.624
C -1.252 -1.064 -2.456
C 2.286 1.686 -2.531
H 2.672 2.181 -3.419
H -0.876 -1.585 3.374
H 0.887 2.726 2.107
C -0.152 2.667 1.777
C -0.591 -0.479 -1.367
Ru 0.329 -0.312 1.439
H 0.745 0.538 -3.567
H 1.712 -2.256 1.970
C 0.632 0.305 -1.454
N 1.248 0.531 -0.262
H 2.742 1.405 0.853
H -0.856 2.937 2.564
I -0.405 4.052 0.174
C -2.371 -1.854 -2.227
H -3.628 -2.732 -0.667
C 2.345 1.304 -0.160
H 3.750 2.549 -1.169
Cl -2.150 0.398 3.177
C 0.806 -2.229 1.331
H -0.832 -0.892 -3.444
H 0.055 -2.902 1.776
C 2.880 1.910 -1.288
H 0.029 -0.102 3.939
C -2.117 -1.474 0.141
H -0.400 1.642 1.380
C -0.632 -0.537 3.176
H -2.375 -1.593 1.194
```



(4)
The following is a quantum chemistry calculation of a molecular structure, C13H16CuN5O4, from the OMol25 dataset.

Values from the calculation:
Spin multiplicity ... 2
Gap between HOMO and LUMO (spin up / spin down) ... 7.638 / 7.078 eV
Charge ... +1
E ... -2720.0286 a.u.
LUMO energy (spin up / spin down) ... -4.358 / -4.904 eV

```
39
C13H16CuN5O4 (ωB97M-V/def2-TZVPD)
H 4.164 -2.533 0.993
Cu 0.051 -0.680 0.461
H 0.909 2.104 0.479
H 1.887 3.279 -1.338
C -0.038 2.070 -0.065
H -2.189 0.751 -0.907
C -1.200 -3.327 3.402
H 0.853 4.128 -2.501
N -1.499 1.969 -2.463
O -3.286 -1.449 2.446
C 1.035 0.873 -1.890
C 2.316 -2.318 1.323
C -0.085 -4.101 3.679
N -0.162 3.236 -0.902
H -2.154 -3.475 3.888
C 1.131 -3.849 3.038
C -1.438 3.167 -1.623
H -1.410 -0.099 -2.259
C -0.387 2.002 -3.415
H 2.015 -4.434 3.246
N 0.077 -2.102 1.855
O 2.153 -1.399 0.529
H -0.153 -4.907 4.397
H 1.989 0.897 -1.360
H -0.429 1.117 -4.052
O 3.459 -2.909 1.540
H -2.258 3.151 -0.904
H 0.993 -0.023 -2.512
H -0.866 2.031 0.646
N 0.904 2.046 -2.719
C -1.076 -2.314 2.458
C 0.936 3.242 -1.872
C -1.381 0.796 -1.634
C 1.166 -2.818 2.123
H -0.478 2.889 -4.042
C -2.178 -1.363 1.984
O -1.758 -0.502 1.101
H -1.540 4.051 -2.251
N -0.072 0.804 -0.882
```



(5)
The following is a quantum chemistry calculation of C13H16N2 in the gas phase, from the OMol25 dataset.

Values from the calculation:
ΔE to the lowest compared entry with this formula, charge and spin ... 0.670 eV
Spin multiplicity ... 1
Gap between HOMO and LUMO ... 9.192 eV
Charge ... 0
E ... -614.4642 a.u.
LUMO energy ... 0.341 eV
SMILES string ... CC(C)C1=NCCN=C1c1ccccc1

```
31
C13H16N2 (ωB97M-V/def2-TZVPD)
H 0.009 1.825 2.750
H 0.731 0.230 2.497
H 1.013 3.931 -0.828
H -2.925 1.247 0.470
C 0.418 -1.194 -0.752
H -2.900 1.076 2.228
H -2.119 2.466 1.453
C 0.763 0.220 -0.568
H -0.459 -4.913 -1.291
H 2.814 2.317 -1.776
C -0.158 1.145 0.149
H -1.225 -0.434 1.119
H -1.641 -0.812 -1.223
H 2.641 2.259 -0.011
C -0.212 -3.872 -1.143
C -1.191 -2.902 -1.285
C 1.401 -2.172 -0.633
C 1.084 -3.504 -0.821
C -1.017 0.629 1.273
H -2.199 -3.185 -1.551
N -0.126 2.393 -0.084
C -2.327 1.404 1.364
H 0.407 2.796 -2.050
H 1.850 -4.259 -0.721
C 2.130 2.061 -0.963
C -0.881 -1.569 -1.088
H -0.774 0.382 3.409
C -0.208 0.776 2.567
H 2.408 -1.869 -0.391
C 0.836 2.874 -1.043
N 1.860 0.650 -1.056
```



(6)
The following is a quantum chemistry calculation of a molecular structure, C13H16N3O5PdS in a non-equilibrium geometry, from the OMol25 dataset.

Values from the calculation:
ΔE to the lowest compared entry with this formula, charge and spin ... 0.000 eV
Spin multiplicity ... 4
Gap between HOMO and LUMO (spin up / spin down) ... 4.840 / 6.562 eV
Charge ... 0
E ... -1571.2074 a.u.
LUMO energy (spin up / spin down) ... -0.259 / -2.792 eV

```
39
C13H16N3O5PdS (ωB97M-V/def2-TZVPD)
H -1.306 -2.105 -2.315
C 4.253 3.300 0.063
H -1.499 -2.097 2.622
H 0.941 3.044 -0.527
H -2.667 -1.032 3.339
N -3.042 -1.589 -1.054
O 6.436 4.003 0.043
C 1.947 2.773 -0.315
C 2.912 3.705 -0.211
H -1.808 -0.389 -2.243
C -4.335 -1.762 1.647
H -2.793 -1.610 -3.106
H 5.607 1.747 0.302
H 2.717 4.764 -0.319
O 3.309 -1.371 0.027
H -5.008 -0.913 1.554
N -2.987 -1.341 1.335
H -4.362 -2.121 2.676
H -4.739 -1.610 -2.207
H -5.099 -1.320 -0.520
C -4.392 -1.092 -1.322
C -2.169 -1.420 -2.246
C -2.090 -1.216 2.445
N 5.276 4.352 0.019
C 4.562 2.009 0.206
H -4.617 -2.556 0.990
O 1.228 0.561 -0.187
H -1.420 -0.363 2.307
S 1.223 -3.809 -0.060
C 3.989 -0.367 0.028
H -4.332 -0.024 -1.497
C -2.372 -1.414 0.120
C 3.548 1.002 0.090
C 0.879 -3.225 -1.501
O -1.145 -1.311 0.088
Pd 1.170 -1.570 0.071
H 5.076 -0.504 -0.086
C 2.189 1.369 -0.155
O 4.920 5.500 -0.099
```